Record 1
Below is a cluster of 2 separate species, C3H7NO2 in total at a distorted geometry, with properties calculated with the ωB97M-V functional and the def2-TZVPD basis.

XYZ file:
```
13
Properties=species:S:1:pos:R:3:forces:R:3
C 0.040 -0.220 2.039 0.98 -0.30 -1.06
C -0.083 -1.339 1.347 -0.64 -0.42 0.11
O -1.144 -1.548 0.492 -0.20 -0.03 0.23
H 1.057 -0.060 2.387 -0.48 0.37 0.69
H -0.700 0.549 1.898 0.06 0.34 0.28
H 0.598 -2.180 1.431 0.23 0.13 -0.13
H -1.535 -2.409 0.675 0.06 -0.04 -0.17
N 0.404 0.765 -2.241 -0.14 -0.10 -0.06
C 0.233 1.618 -1.203 -0.30 -0.06 0.14
O 0.945 2.545 -0.908 0.19 0.14 -0.17
H 1.097 0.913 -2.953 0.16 0.05 0.14
H -0.229 -0.010 -2.327 -0.01 0.00 -0.10
H -0.683 1.376 -0.636 0.08 -0.07 0.09
```
Positions in Å, forces in eV/Å.

ΔE to the lowest compared entry with this formula, charge and spin in kJ/mol: 178.9
LUMO level in Ha: 0.023
SMILES: C=CO.NC=O
Molecular weight in g mol⁻¹: 89.1
Calculated total energy in Eh: -323.71284

Record 2
Below is a structure of composition C26H25AsHgOSSbSe4 at a distorted geometry, with properties calculated with the ωB97M-V functional and the def2-TZVPD basis.

XYZ file:
```
60
Properties=species:S:1:pos:R:3:forces:R:3
Hg -1.277 -0.243 0.358 0.00 0.05 -0.46
C 6.824 -1.193 1.061 0.07 0.00 0.00
C 5.898 -2.212 1.199 0.02 -0.07 0.02
C 4.541 -1.938 1.080 -0.05 -0.06 0.02
C 4.096 -0.647 0.825 -0.07 -0.02 -0.05
C 5.035 0.371 0.702 -0.03 0.08 0.00
C 6.388 0.103 0.815 0.08 0.04 0.00
As 2.151 -0.369 0.623 0.11 -0.10 -0.02
C 2.226 0.466 -1.157 -0.03 0.02 0.06
C 1.825 -0.320 -2.233 0.02 -0.05 0.00
C 1.803 0.193 -3.521 -0.01 -0.04 -0.06
C 2.175 1.509 -3.749 0.01 0.02 -0.05
C 2.583 2.300 -2.685 0.03 0.06 -0.02
C 2.610 1.781 -1.399 0.05 0.01 0.03
C 1.973 1.192 1.758 0.01 -0.02 -0.02
C 2.534 1.138 3.032 -0.04 -0.01 0.01
C 2.220 2.102 3.974 0.02 -0.02 0.01
C 1.344 3.129 3.654 0.04 0.06 -0.01
C 0.790 3.192 2.386 -0.02 0.04 -0.05
C 1.097 2.224 1.441 0.00 -0.01 -0.06
H 7.883 -1.402 1.154 0.00 0.00 0.01
H 6.227 -3.223 1.407 0.01 0.00 0.00
H 3.818 -2.737 1.200 0.00 0.02 -0.01
H 4.703 1.387 0.525 0.00 0.00 0.01
H 7.108 0.908 0.718 0.00 0.00 0.00
H 1.514 -1.344 -2.058 -0.05 0.04 0.02
H 1.475 -0.430 -4.344 0.00 0.00 0.00
H 2.135 1.922 -4.750 0.01 0.00 -0.01
H 2.873 3.331 -2.854 -0.01 0.00 0.00
H 2.913 2.413 -0.574 -0.04 0.01 0.01
H 3.174 0.310 3.315 -0.01 0.00 -0.01
H 2.608 2.018 4.980 -0.02 -0.01 0.02
H 1.054 3.844 4.410 0.00 -0.02 0.01
H 0.071 3.965 2.146 0.01 0.01 0.00
H 0.620 2.260 0.467 0.00 -0.02 0.04
C -4.338 -2.454 -5.120 0.00 -0.02 -0.06
C -4.467 -1.899 -3.729 -0.03 0.02 0.06
C -4.470 -0.527 -3.502 0.01 -0.05 -0.09
C -4.535 -0.012 -2.216 0.06 -0.05 0.09
C -4.599 -0.883 -1.145 -0.26 -0.11 -0.06
C -4.614 -2.257 -1.345 0.08 0.06 0.02
C -4.551 -2.757 -2.632 -0.01 0.03 -0.08
S -4.625 -0.209 0.516 -0.08 -0.11 0.24
C -6.374 -0.546 0.845 0.05 -0.10 -0.02
O -4.557 1.260 0.366 0.00 0.38 -0.10
H -4.543 -1.689 -5.870 0.00 0.00 0.00
H -5.027 -3.284 -5.283 -0.01 0.00 0.00
H -3.328 -2.829 -5.298 0.00 0.00 0.00
H -4.406 0.150 -4.347 0.01 0.00 0.00
H -4.513 1.052 -2.017 0.02 0.02 0.01
H -4.647 -2.931 -0.498 0.02 -0.01 0.03
H -4.555 -3.829 -2.792 0.02 -0.02 0.00
H -6.972 -0.001 0.116 0.01 0.03 -0.02
H -6.565 -0.184 1.853 0.01 0.01 0.01
H -6.569 -1.616 0.791 0.02 -0.03 0.01
Se -3.610 -0.820 6.368 -0.19 -0.05 0.25
Sb -1.421 -0.005 5.781 -0.42 0.16 -1.01
Se -1.235 -0.496 3.143 0.22 -0.06 1.03
Se 0.425 -1.549 5.922 0.42 -0.32 -0.03
Se -0.920 2.315 6.188 -0.03 0.19 0.28
```
Positions in Å, forces in eV/Å.

LUMO level (alpha / beta) in Ha: 0.133 / 0.133
2S+1: 2
Molecular weight in g mol⁻¹: 1098.7
Calculated total energy in Eh: -13714.40782
Total charge: -2

Record 3
Below is the molecule CH3PS4 at a distorted geometry, with properties calculated with the ωB97M-V functional and the def2-TZVPD basis.

XYZ file:
```
9
Properties=species:S:1:pos:R:3:forces:R:3
S 1.893 -1.967 -0.170 -0.39 0.13 0.02
P -0.041 -1.838 0.701 -0.59 3.06 -0.01
S -1.304 -0.435 -0.573 0.45 0.39 -0.07
C -0.801 1.497 -0.339 -0.83 -1.15 1.13
S 0.733 1.349 0.622 0.04 0.55 0.22
S 0.340 -0.033 2.062 -0.14 -0.92 -0.80
H 1.342 -2.553 -1.240 0.16 -0.16 -0.15
H -0.430 1.984 -1.308 -1.07 -0.83 1.31
H -1.733 1.995 0.245 2.36 -1.09 -1.65
```
Positions in Å, forces in eV/Å.

ΔE to the lowest compared entry with this formula, charge and spin in kJ/mol: 57.2
LUMO level in Ha: -0.014
SMILES: SP1SCSS1
Molecular weight in g mol⁻¹: 174.3
Calculated total energy in Eh: -1974.00149

Record 4
Below is a cluster of 2 separate species, C24H28F5N4O in total at a distorted geometry, with properties calculated with the ωB97M-V functional and the def2-TZVPD basis.

XYZ file:
```
62
Properties=species:S:1:pos:R:3:forces:R:3
C 0.462 2.733 3.833 0.49 0.01 0.21
N -0.075 1.793 2.873 -0.77 -0.11 -0.27
C -1.424 1.594 2.764 -0.28 0.36 1.00
O -2.281 2.112 3.474 1.00 -0.71 -1.25
C -1.647 0.585 1.631 -0.29 -0.28 0.86
C -2.365 1.199 0.438 0.11 0.29 -0.33
C -3.713 1.713 0.836 -0.66 0.16 -0.27
C -3.939 3.068 1.075 0.16 0.23 0.21
F -2.920 3.950 0.899 -0.65 -0.58 0.17
C -5.163 3.545 1.537 -0.17 0.28 0.09
F -5.335 4.854 1.815 0.15 -0.96 -0.25
C -6.222 2.649 1.723 -0.06 0.11 -0.03
F -7.413 3.089 2.164 0.88 -0.33 -0.32
C -6.038 1.295 1.426 -0.32 -0.19 0.01
F -7.063 0.433 1.570 0.66 0.52 -0.08
C -4.795 0.849 0.978 -0.17 -0.06 0.26
F -4.629 -0.476 0.710 -0.05 0.78 0.17
N -0.284 0.168 1.302 0.06 -1.05 -1.24
C -0.056 -0.737 0.324 -0.03 0.70 1.21
C 1.199 -1.128 -0.117 0.55 -0.19 -0.08
C 1.398 -2.068 -1.129 -0.82 -0.38 0.68
C 2.711 -2.618 -1.447 0.88 0.06 -0.46
C 2.842 -3.760 -2.284 -0.13 0.38 0.62
C 4.086 -4.337 -2.518 0.29 0.07 -0.01
C 5.250 -3.801 -1.941 -0.78 0.13 0.16
C 5.136 -2.673 -1.119 0.11 0.23 0.07
C 3.902 -2.065 -0.900 -0.34 -0.41 -0.07
C 0.760 0.936 2.029 0.08 0.27 0.24
C 1.576 1.794 1.051 -0.25 0.05 0.06
C 1.622 0.020 2.916 -0.33 0.05 0.02
H -0.359 3.302 4.271 0.02 -0.14 -0.18
H 0.989 2.215 4.645 -0.09 0.08 -0.13
H 1.160 3.421 3.344 -0.14 -0.06 0.09
H -2.245 -0.260 2.027 0.36 0.34 -0.15
H -1.765 2.041 0.063 -0.13 -0.33 -0.08
H -2.464 0.426 -0.339 0.00 0.37 0.11
H -0.963 -1.200 -0.087 0.39 0.23 0.07
H 2.086 -0.701 0.350 -0.53 -0.18 -0.27
H 0.542 -2.656 -1.465 0.31 0.08 0.22
H 1.936 -4.228 -2.675 0.31 0.08 0.06
H 4.159 -5.228 -3.140 -0.05 0.23 0.15
H 6.219 -4.277 -2.091 -0.28 0.14 -0.03
H 6.025 -2.262 -0.626 -0.39 -0.17 -0.30
H 3.848 -1.189 -0.245 0.14 -0.35 -0.33
H 0.888 2.487 0.543 0.34 -0.14 0.16
H 2.332 2.358 1.612 -0.17 -0.10 -0.26
H 2.064 1.171 0.298 0.05 0.35 0.18
H 0.983 -0.403 3.707 0.29 0.13 -0.22
H 2.040 -0.809 2.341 0.08 0.16 0.17
H 2.434 0.604 3.371 -0.23 -0.25 -0.12
C -0.783 -0.333 -3.096 0.13 0.06 -0.23
N 0.490 -1.062 -3.056 0.24 0.30 -0.26
C 1.560 -0.199 -3.552 -0.21 0.19 -0.48
N 0.344 -2.133 -3.995 -0.11 -0.32 -0.30
H -0.707 0.585 -2.507 -0.01 -0.17 -0.03
H -1.005 -0.084 -4.153 -0.04 0.00 0.50
H -1.595 -0.958 -2.707 0.10 0.04 -0.02
H 1.526 0.756 -3.019 0.10 -0.20 -0.03
H 2.538 -0.668 -3.414 -0.13 0.01 -0.01
H 1.384 -0.028 -4.630 0.24 0.12 0.32
H 1.199 -2.687 -3.995 -0.21 0.07 0.07
H -0.440 -2.714 -3.693 0.31 -0.01 -0.04
```
Positions in Å, forces in eV/Å.

ΔE to the lowest compared entry with this formula, charge and spin in kJ/mol: 1.8
LUMO level in Ha: -0.165
Molecular weight in g mol⁻¹: 483.5
Calculated total energy in Eh: -1724.62464
Total charge: +1

Record 5
Below is the molecule C3H11ClN2Si at a distorted geometry, with properties calculated with the ωB97M-V functional and the def2-TZVPD basis.

XYZ file:
```
18
Properties=species:S:1:pos:R:3:forces:R:3
C -0.172 -1.812 0.703 1.37 2.74 1.55
C -1.617 0.396 -1.268 0.53 -1.74 2.53
C 1.416 -0.371 -1.632 -1.51 -0.70 0.21
N 0.751 1.387 0.808 -1.49 -2.55 -1.70
N -0.213 1.834 1.631 1.55 1.53 -3.16
Si -0.054 -0.200 -0.337 2.97 0.73 -0.20
Cl -0.247 0.895 3.347 -0.80 -2.62 3.75
H -0.374 -1.521 1.756 0.06 0.06 -0.47
H -0.984 -2.383 0.444 -1.82 -1.66 -0.98
H 0.761 -2.375 0.767 -0.09 0.07 -0.48
H -1.883 -0.245 -2.113 0.52 0.95 -0.56
H -2.319 -0.012 -0.552 -0.78 -0.01 0.55
H -1.773 1.448 -1.145 -0.02 0.62 -1.05
H 2.075 0.470 -1.390 0.04 -0.17 -0.65
H 1.957 -1.347 -1.514 -0.43 0.96 -0.13
H 0.927 -0.333 -2.669 1.08 0.20 1.38
H 1.759 1.458 1.113 -1.38 0.37 -0.54
H -0.010 2.711 2.052 0.21 1.23 -0.07
```
Positions in Å, forces in eV/Å.

ΔE to the lowest compared entry with this formula, charge and spin in kJ/mol: 96.5
LUMO level (alpha / beta) in Ha: 0.029 / -0.081
2S+1: 3
Molecular weight in g mol⁻¹: 138.7
Calculated total energy in Eh: -979.90898

Record 6
Below is a structure of composition C6H10NaO3 at a distorted geometry, with properties calculated with the ωB97M-V functional and the def2-TZVPD basis.

XYZ file:
```
20
Properties=species:S:1:pos:R:3:forces:R:3
O 1.478 0.859 0.517 0.43 -2.93 0.18
Na 1.772 3.586 0.747 -0.42 -0.45 -0.29
O 0.131 2.189 -0.596 0.78 0.07 -0.71
C 0.584 1.072 -0.403 -2.74 -0.03 1.20
O 0.061 -0.103 -0.771 -0.28 0.98 -1.44
C -1.362 -0.213 -1.044 0.04 0.48 -0.42
H -1.452 -1.224 -1.456 -0.05 0.31 -0.02
H -1.611 0.549 -1.791 -0.19 -0.29 0.06
C -2.160 -0.052 0.209 -0.38 0.11 0.16
C -3.221 0.750 0.298 0.34 -0.05 0.08
H -1.870 -0.685 1.052 -0.15 0.10 -0.21
H -3.831 0.779 1.202 0.19 0.03 -0.28
H -3.504 1.413 -0.523 0.02 -0.27 0.19
C 1.486 -0.779 0.776 2.55 0.63 2.66
C 2.567 -1.388 -0.080 -0.20 0.07 -0.36
H 1.793 -0.689 1.823 0.57 0.10 -0.21
H 0.604 -1.416 0.900 -0.40 1.10 -0.84
H 3.339 -0.646 -0.321 -0.13 -0.28 0.18
H 3.028 -2.212 0.482 -0.09 0.19 -0.16
H 2.166 -1.788 -1.020 0.12 0.12 0.24
```
Positions in Å, forces in eV/Å.

ΔE to the lowest compared entry with this formula, charge and spin in kJ/mol: 0.0
LUMO level in Ha: -0.157
Molecular weight in g mol⁻¹: 153.1
Calculated total energy in Eh: -622.39502
Total charge: +1